1.
{"formula": "C5H11O3", "method": "the ωB97M-V functional and the def2-TZVPD basis", "homo_ev": -3.97, "charge": -1, "orbital_gap_ev": 7.63, "de_lowest_ev": 1.953, "mol_weight_g_mol": 119.14, "fmax_ha_per_bohr": 0.102, "spin_multiplicity": 1, "e_lumo_ev": 3.7, "elements": ["O", "C", "O", "C", "C", "C", "C", "H", "H", "H", "H", "H", "H", "H", "H", "H", "H", "H", "O"], "coordinates": [[2.683, -0.360, -2.570], [2.209, -0.044, -1.448], [2.723, 0.125, -0.321], [0.775, 0.301, -1.653], [-0.025, 0.306, -0.312], [-0.725, -1.001, 0.077], [-2.205, -0.987, 0.593], [0.678, 1.283, -2.020], [0.224, -0.585, -2.193], [0.887, 0.495, 0.456], [-0.569, 1.204, -0.251], [-0.606, -1.623, -0.852], [-0.025, -1.398, 0.819], [-2.292, -0.398, 1.521], [-2.392, -2.074, 0.797], [-2.940, -0.813, -0.310], [0.790, 1.272, 2.219], [0.475, 2.560, 2.527], [0.336, 1.737, 2.921]], "atomic_forces_ev_per_a": [[1.29, -0.36, 0.63], [0.66, 0.24, -1.43], [0.50, -0.36, -0.23], [-3.70, -2.97, 2.24], [3.14, 0.45, 1.63], [0.38, 0.39, -0.79], [0.38, -1.64, -2.03], [-0.05, 0.86, -1.32], [1.31, 2.13, -0.16], [-1.99, -0.43, -1.46], [-1.48, 0.95, 0.11], [-0.54, 0.02, 0.98], [-0.59, -0.60, 0.10], [-0.45, -0.02, -0.70], [-0.13, 0.89, 0.38], [1.27, 0.49, 2.05], [0.16, -1.39, -0.21], [-0.11, 2.82, -0.38], [-0.07, -1.46, 0.59]]}

2.
{"formula": "C6H12O3", "method": "the ωB97M-V functional and the def2-TZVPD basis", "homo_ev": -10.15, "orbital_gap_ev": 10.10, "smiles": "O=CC(=O)O.CC(C)C", "de_lowest_ev": 1.545, "mol_weight_g_mol": 132.16, "fmax_ha_per_bohr": 0.048, "spin_multiplicity": 1, "e_lumo_ev": 0.0, "elements": ["O", "C", "C", "O", "O", "H", "H", "C", "C", "C", "C", "H", "H", "H", "H", "H", "H", "H", "H", "H", "H"], "coordinates": [[-2.562, -0.571, -0.301], [-1.609, -1.243, -0.571], [-0.874, -1.146, -2.017], [-1.052, -0.269, -2.812], [-0.109, -2.223, -2.236], [-1.347, -2.196, -0.085], [0.313, -2.168, -3.111], [-0.663, 0.805, 1.650], [0.363, 0.401, 0.601], [1.658, -0.076, 1.251], [0.612, 1.539, -0.383], [-0.813, 0.013, 2.381], [-1.617, 1.050, 1.187], [-0.325, 1.695, 2.179], [0.044, -0.489, -0.091], [2.375, -0.401, 0.499], [2.102, 0.735, 1.827], [1.472, -0.904, 1.933], [-0.300, 1.754, -0.937], [0.955, 2.428, 0.146], [1.377, 1.267, -1.109]], "atomic_forces_ev_per_a": [[0.76, -0.08, -0.06], [-0.77, -0.92, -2.16], [-0.80, 0.68, 0.45], [0.05, -0.15, 0.32], [0.17, -0.29, 0.34], [0.20, 0.25, 0.54], [-0.24, 0.19, 0.17], [-0.12, -0.34, -0.39], [0.31, -0.82, -0.94], [-0.11, 0.07, -0.03], [0.01, -0.25, -0.01], [-0.10, -0.04, 0.06], [-0.08, -0.03, 0.05], [0.17, 0.03, 0.01], [0.37, 1.38, 1.60], [0.09, 0.00, -0.01], [0.10, 0.07, 0.06], [0.00, -0.08, 0.05], [-0.04, 0.21, 0.01], [-0.07, 0.14, 0.01], [0.08, -0.02, -0.05]]}

3.
{"formula": "C6H16BrNSi2", "method": "the ωB97M-V functional and the def2-TZVPD basis", "homo_ev": -7.30, "orbital_gap_ev": 5.23, "de_lowest_ev": 2.550, "mol_weight_g_mol": 238.28, "fmax_ha_per_bohr": 0.074, "spin_multiplicity": 1, "e_lumo_ev": -2.1, "elements": ["C", "C", "C", "C", "C", "C", "N", "Si", "Si", "Br", "H", "H", "H", "H", "H", "H", "H", "H", "H", "H", "H", "H", "H", "H", "H", "H"], "coordinates": [[1.087, -0.561, 1.451], [1.456, 0.893, 1.280], [-0.497, -2.316, 1.029], [0.621, 3.424, -0.375], [0.064, -0.914, -2.322], [-2.545, 0.060, -1.085], [-0.189, -0.964, 0.605], [0.303, 1.667, 0.047], [-0.717, -0.160, -0.863], [4.245, -0.520, 0.258], [1.872, -1.173, 1.067], [0.722, -0.688, 2.493], [1.685, 1.310, 2.266], [2.515, 0.912, 0.779], [0.355, -2.966, 1.232], [-1.223, -2.355, 1.874], [-1.249, -2.814, 0.290], [0.537, 3.698, -1.481], [-0.088, 4.108, 0.129], [1.659, 3.563, -0.082], [-0.303, -0.631, -3.276], [1.156, -0.820, -2.171], [-0.018, -2.026, -2.285], [-3.028, -0.803, -1.625], [-3.077, 0.392, -0.243], [-2.674, 0.973, -1.682]], "atomic_forces_ev_per_a": [[-3.26, 0.53, -0.61], [0.19, 0.48, -0.49], [-3.47, -1.00, -1.27], [-0.63, 0.70, -1.56], [1.16, -1.45, 0.48], [0.09, -0.17, -1.71], [1.56, 0.61, 1.06], [1.65, -0.26, 0.79], [-0.20, -1.32, 1.30], [-0.10, 0.21, -0.15], [0.71, -0.62, 0.46], [0.76, -0.49, -0.59], [-0.22, 0.43, -0.33], [-0.68, -0.11, -0.06], [0.01, 0.17, -0.23], [0.97, 0.41, 0.28], [1.74, 0.51, 0.51], [0.04, -0.66, 1.37], [0.58, -0.19, 0.09], [0.01, 0.47, 0.26], [0.01, 0.54, -0.96], [-0.28, 0.40, -0.54], [-0.42, 0.56, 0.24], [0.36, 0.92, 0.69], [-0.75, -0.34, 1.62], [0.17, -0.31, -0.67]]}

4.
{"formula": "CH26NaO16", "method": "the ωB97M-V functional and the def2-TZVPD basis", "homo_ev": -6.93, "charge": -1, "orbital_gap_ev": 8.82, "mol_weight_g_mol": 317.19, "fmax_ha_per_bohr": 0.067, "spin_multiplicity": 1, "e_lumo_ev": 1.9, "elements": ["Na", "C", "O", "O", "O", "O", "H", "H", "O", "H", "H", "O", "H", "H", "O", "H", "H", "O", "H", "H", "O", "H", "H", "O", "H", "H", "O", "H", "H", "O", "H", "H", "O", "H", "H", "O", "H", "H", "O", "H", "H", "O", "H", "H"], "coordinates": [[1.119, 1.881, 1.872], [0.288, 0.009, -0.014], [0.960, 1.122, -0.333], [0.223, -0.250, 1.222], [-0.367, -0.639, -0.902], [-1.668, -2.344, 0.591], [-1.040, -1.805, 0.170], [-1.700, -3.152, 0.043], [-2.123, -1.976, -2.482], [-1.624, -1.325, -1.898], [-1.585, -2.805, -2.595], [-2.400, 0.635, 1.679], [-1.591, 0.147, 1.436], [-2.702, 0.763, 0.731], [0.296, 3.395, -1.382], [1.199, 3.713, -1.163], [0.371, 2.473, -1.081], [1.840, -2.122, 0.938], [1.507, -2.882, 1.457], [1.138, -1.411, 0.997], [2.059, 0.688, -2.503], [2.630, 1.455, -2.607], [1.539, 0.839, -1.696], [2.812, 2.873, 0.011], [2.155, 2.207, -0.186], [3.618, 2.408, -0.288], [0.835, -2.415, -2.516], [0.403, -1.807, -1.958], [0.836, -1.828, -3.262], [-1.548, 1.047, -2.457], [-1.067, 0.516, -1.833], [-1.497, 0.654, -3.336], [3.093, 0.213, 2.330], [3.702, 0.800, 1.856], [3.112, -0.642, 1.845], [-0.385, 1.386, 3.803], [-0.526, 0.416, 3.619], [-1.004, 1.695, 4.500], [-3.515, 0.370, -0.756], [-4.404, 0.261, -1.053], [-3.041, 0.369, -1.613], [-0.505, -1.555, 3.309], [-0.203, -1.234, 2.397], [-1.241, -2.144, 3.110]], "atomic_forces_ev_per_a": [[-0.28, -0.50, 0.32], [-0.41, 2.75, -1.27], [-1.37, -2.21, 0.99], [0.05, 0.34, 0.04], [1.46, 0.77, 1.19], [-1.67, -2.74, 1.21], [1.24, 1.30, -1.20], [-0.08, 0.71, 0.39], [0.68, -0.19, 0.18], [-0.76, -1.80, -0.93], [-0.36, 1.63, 0.37], [0.33, 0.18, -1.86], [-0.34, 0.04, 0.90], [-0.45, -0.07, 1.48], [1.04, 0.84, 0.28], [-0.88, 0.04, -0.34], [-0.57, 0.01, -0.32], [0.17, -0.63, 0.42], [0.19, 0.77, -0.45], [0.87, -1.27, 0.50], [0.94, -0.36, -1.38], [-0.22, 0.00, -0.06], [-0.08, 0.17, 0.12], [1.81, 0.31, 0.22], [-0.88, -0.88, -0.22], [-0.38, 0.59, 0.25], [0.62, -1.41, -1.24], [-0.72, 0.98, 2.19], [0.54, 0.07, -1.17], [-1.38, 1.26, -1.36], [0.98, -0.77, 0.25], [0.33, -0.13, 0.37], [0.34, 0.20, -0.38], [-0.11, -0.40, 0.12], [-0.41, 0.36, 0.17], [0.07, -0.21, 0.34], [-0.34, 0.89, 0.55], [0.56, -0.74, -1.00], [0.38, -0.02, -0.83], [-1.10, -0.19, 0.21], [0.38, 0.42, 0.44], [0.52, 0.35, -0.74], [-0.71, -0.68, 1.42], [-0.04, 0.21, -0.17]]}